Record 1
{"formula": "CH4F2OSi", "method": "the ωB97M-V functional and the def2-TZVPD basis", "fmax_ev_per_a": 6.7, "e_homo_ev": -9.63, "energy_ev": -16463.44392, "e_above_lowest_kcal_mol": 54.8, "smiles": "CO[SiH](F)F", "gap_ha": 0.370, "elements": ["C", "O", "Si", "F", "F", "H", "H", "H", "H"], "positions_angstrom": [[-0.527, 0.441, -0.629], [0.392, 1.076, 0.294], [0.205, 0.875, 2.474], [-1.264, 0.428, 2.659], [0.377, 2.401, 2.941], [-0.318, -0.580, -0.763], [-0.387, 1.050, -1.556], [-1.602, 0.269, -0.247], [0.813, -0.151, 3.133]], "mulliken_charge": [-0.490, -0.512, 0.784, -0.185, -0.215, 0.258, 0.214, 0.203, -0.057]}

***

Record 2
{"formula": "C4H10O2", "method": "the ωB97M-V functional and the def2-TZVPD basis", "fmax_ev_per_a": 1.9, "e_homo_ev": -9.52, "energy_ev": -8403.61004, "e_above_lowest_kcal_mol": 44.7, "gap_ha": 0.382, "elements": ["C", "C", "C", "O", "C", "O", "H", "H", "H", "H", "H", "H", "H", "H", "H", "H"], "positions_angstrom": [[-1.155, -1.135, -0.661], [-0.118, 0.182, 0.482], [-0.794, 1.482, 0.135], [-0.039, -0.238, 1.635], [0.416, -0.551, -0.642], [2.409, 0.350, 0.699], [-1.040, -2.153, -0.306], [-1.982, -0.732, -0.024], [-1.491, -1.016, -1.675], [-1.022, 1.615, -0.930], [-1.702, 1.597, 0.727], [-0.064, 2.235, 0.434], [1.690, 0.107, 1.317], [1.106, -1.371, -0.423], [0.772, 0.021, -1.517], [3.015, -0.394, 0.748]], "mulliken_charge": [-1.141, 0.792, -1.219, -0.720, -0.315, -0.661, 0.373, 0.376, 0.339, 0.309, 0.362, 0.327, 0.369, 0.240, 0.271, 0.298]}

***

Record 3
{"formula": "C39H51IMoN10O4PS", "method": "the ωB97M-V functional and the def2-TZVPD basis", "fmax_ev_per_a": 1.1, "e_homo_ev": [-10.26, -10.26], "energy_ev": -94440.64138, "charge": 1, "e_above_lowest_kcal_mol": 4.9, "gap_ha": [0.226, 0.226], "elements": ["Mo", "C", "C", "N", "C", "C", "C", "O", "C", "C", "N", "C", "C", "C", "C", "C", "C", "I", "C", "O", "H", "H", "H", "H", "H", "H", "H", "H", "H", "H", "H", "H", "N", "C", "C", "C", "C", "C", "C", "S", "O", "O", "N", "C", "N", "C", "C", "C", "N", "H", "H", "H", "H", "H", "H", "H", "H", "H", "N", "P", "N", "C", "C", "C", "C", "C", "N", "C", "C", "C", "C", "C", "N", "C", "C", "C", "C", "C", "H", "H", "H", "H", "H", "H", "H", "H", "H", "H", "H", "H", "H", "H", "H", "H", "H", "H", "H", "H", "H", "H", "H", "H", "H", "H", "H", "H", "H", "H"], "positions_angstrom": [[0.245, 0.120, 0.128], [-3.633, 0.839, 2.316], [-3.383, -0.620, 2.091], [-4.253, -1.487, 2.570], [-4.039, -2.795, 2.389], [-2.954, -3.320, 1.722], [-2.804, -4.812, 1.568], [-1.596, -5.309, 2.126], [-2.003, -2.420, 1.204], [-0.812, -2.911, 0.533], [0.048, -2.083, 0.085], [1.329, -2.309, -0.445], [1.971, -3.485, -0.797], [3.296, -3.371, -1.187], [3.937, -2.132, -1.187], [3.272, -0.967, -0.826], [1.934, -1.053, -0.478], [1.387, -0.401, 2.579], [-2.234, -1.051, 1.394], [-1.433, -0.090, 0.921], [-4.689, 0.993, 2.521], [-3.331, 1.435, 1.455], [-3.061, 1.185, 3.180], [-4.791, -3.458, 2.804], [-2.773, -5.088, 0.512], [-3.677, -5.307, 2.001], [-1.631, -5.220, 3.084], [-0.640, -3.982, 0.486], [1.477, -4.447, -0.763], [3.848, -4.255, -1.476], [4.979, -2.080, -1.476], [3.803, -0.024, -0.813], [4.526, -1.800, -6.174], [3.518, -1.195, -5.481], [2.176, -1.471, -5.787], [1.159, -0.879, -5.076], [1.456, -0.002, -4.036], [2.780, 0.302, -3.741], [3.803, -0.290, -4.449], [0.177, 0.827, -3.187], [0.755, 2.033, -2.652], [-0.970, 0.903, -4.044], [-0.319, -0.057, -1.858], [-1.234, -1.091, -2.190], [-0.818, -2.049, -3.010], [-1.698, -3.003, -3.298], [-2.973, -3.023, -2.759], [-3.288, -1.986, -1.899], [-2.428, -1.014, -1.610], [4.319, -2.336, -6.996], [5.474, -1.498, -6.052], [1.944, -2.149, -6.600], [0.127, -1.079, -5.324], [2.999, 1.024, -2.968], [4.834, -0.050, -4.218], [-1.360, -3.779, -3.976], [-3.683, -3.799, -3.002], [-4.261, -1.924, -1.422], [0.573, 1.843, 0.104], [0.748, 3.488, 0.035], [0.810, 3.958, 1.604], [0.173, 3.196, 2.697], [-0.379, 4.139, 3.754], [0.734, 4.988, 4.377], [1.754, 5.431, 3.311], [1.147, 5.358, 1.919], [-0.533, 4.105, -0.763], [-1.666, 3.325, -1.289], [-2.981, 3.950, -0.840], [-3.060, 5.418, -1.245], [-1.849, 6.177, -0.714], [-0.559, 5.515, -1.180], [2.139, 4.011, -0.628], [3.407, 3.671, 0.049], [4.376, 4.844, -0.024], [4.590, 5.289, -1.468], [3.252, 5.555, -2.154], [2.346, 4.337, -2.045], [0.902, 2.520, 3.145], [-0.633, 2.577, 2.297], [-0.880, 3.545, 4.519], [-1.144, 4.777, 3.304], [1.242, 4.414, 5.153], [0.296, 5.857, 4.868], [2.636, 4.785, 3.331], [2.102, 6.447, 3.500], [1.845, 5.726, 1.170], [0.251, 5.990, 1.866], [-1.599, 2.298, -0.941], [-1.604, 3.306, -2.381], [-3.064, 3.865, 0.249], [-3.804, 3.381, -1.277], [-3.983, 5.868, -0.877], [-3.083, 5.491, -2.337], [-1.867, 6.183, 0.380], [-1.859, 7.217, -1.048], [0.311, 6.032, -0.773], [-0.497, 5.560, -2.274], [3.836, 2.798, -0.458], [3.204, 3.390, 1.081], [5.321, 4.554, 0.438], [3.974, 5.675, 0.562], [5.120, 4.501, -2.014], [5.223, 6.176, -1.502], [3.402, 5.793, -3.209], [2.760, 6.417, -1.693], [2.809, 3.478, -2.539], [1.388, 4.493, -2.530]], "mulliken_charge": [-1.721, -0.809, 0.184, -0.657, -0.887, 0.869, -1.050, -0.528, 0.405, -0.447, 1.277, 0.680, -1.263, -0.885, -0.490, -0.131, 1.158, -0.144, 0.174, 0.554, 0.443, -0.061, 0.278, 0.389, 0.324, 0.397, 0.346, 0.422, 0.530, 0.420, 0.523, 0.362, -0.494, 1.121, -1.007, -0.401, -0.610, -0.105, -1.168, 0.814, -0.093, -0.739, 1.272, -0.217, -0.235, -0.363, -0.895, -0.277, -0.321, 0.197, 0.200, 0.322, 0.561, 0.439, 0.364, 0.534, 0.477, 0.504, -0.140, -1.309, 0.440, 0.142, -1.120, -0.670, -1.005, -0.524, 1.240, -0.063, -0.776, -0.972, -0.773, -0.689, 0.989, -0.426, -0.727, -0.778, -0.990, -0.500, -0.127, 0.171, 0.456, 0.298, 0.356, 0.324, 0.276, 0.471, 0.406, 0.171, -0.222, 0.390, 0.222, 0.395, 0.482, 0.334, 0.183, 0.429, 0.283, 0.559, 0.065, 0.538, 0.414, 0.229, 0.268, 0.466, 0.401, 0.258, 0.026, 0.591]}

***

Record 4
{"formula": "C54H101N5O22", "method": "the ωB97M-V functional and the def2-TZVPD basis", "fmax_ev_per_a": 16.0, "e_homo_ev": -7.50, "energy_ev": -110099.28561, "gap_ha": 0.286, "elements": ["C", "O", "C", "C", "N", "C", "C", "O", "C", "H", "H", "H", "H", "H", "H", "H", "H", "H", "H", "H", "H", "H", "H", "H", "C", "O", "C", "C", "N", "C", "C", "O", "C", "H", "H", "H", "H", "H", "H", "H", "H", "H", "H", "H", "H", "H", "H", "H", "C", "O", "C", "C", "N", "C", "C", "O", "C", "H", "H", "H", "H", "H", "H", "H", "H", "H", "H", "H", "H", "H", "H", "H", "C", "O", "C", "C", "N", "C", "C", "O", "C", "H", "H", "H", "H", "H", "H", "H", "H", "H", "H", "H", "H", "H", "H", "H", "C", "O", "C", "C", "N", "C", "C", "O", "C", "H", "H", "H", "H", "H", "H", "H", "H", "H", "H", "H", "H", "H", "H", "H", "C", "C", "C", "C", "C", "C", "O", "O", "H", "H", "H", "H", "H", "H", "C", "C", "C", "C", "C", "C", "O", "O", "H", "H", "H", "H", "H", "H", "C", "C", "C", "C", "C", "C", "O", "O", "H", "H", "H", "H", "H", "H", "C", "C", "O", "C", "O", "O", "H", "H", "H", "H", "C", "C", "O", "C", "O", "O", "H", "H", "H", "H"], "positions_angstrom": [[8.125, 4.195, 12.188], [8.451, 4.845, 10.992], [8.236, 4.094, 9.808], [9.422, 4.313, 8.875], [9.120, 4.058, 7.475], [10.244, 3.495, 6.757], [9.883, 3.117, 5.340], [9.610, 4.363, 4.672], [8.771, 4.177, 3.551], [8.979, 3.678, 12.638], [7.332, 3.440, 12.098], [7.667, 4.949, 12.835], [7.345, 4.429, 9.265], [8.085, 3.036, 10.034], [10.239, 3.638, 9.141], [9.870, 5.284, 9.115], [8.592, 4.696, 6.907], [10.610, 2.570, 7.230], [11.152, 4.103, 6.884], [8.992, 2.485, 5.359], [10.697, 2.630, 4.796], [8.648, 5.084, 2.957], [7.725, 4.032, 3.855], [9.097, 3.349, 2.922], [8.532, 1.247, 1.270], [9.636, 1.163, 2.164], [10.850, 1.238, 1.455], [12.073, 0.958, 2.302], [13.304, 1.079, 1.573], [13.578, -0.121, 0.799], [14.938, -0.045, 0.148], [15.925, -0.043, 1.215], [17.194, -0.398, 0.802], [7.601, 1.336, 1.828], [8.493, 0.365, 0.631], [8.638, 2.164, 0.686], [11.074, 2.180, 0.940], [10.818, 0.477, 0.662], [11.908, 0.005, 2.830], [12.069, 1.773, 3.039], [14.123, 1.162, 2.167], [12.850, -0.424, 0.039], [13.524, -1.057, 1.384], [14.997, 0.915, -0.369], [15.243, -0.949, -0.382], [17.618, 0.185, -0.025], [17.292, -1.478, 0.616], [18.010, -0.274, 1.526], [12.460, 3.133, 6.222], [13.630, 2.407, 6.638], [13.500, 2.002, 7.990], [14.761, 1.254, 8.421], [15.011, 0.111, 7.531], [14.021, -0.961, 7.574], [14.209, -1.909, 6.427], [13.909, -1.223, 5.229], [14.516, -1.862, 4.104], [12.323, 3.966, 6.916], [11.576, 2.501, 6.307], [12.653, 3.425, 5.196], [12.617, 1.357, 8.091], [13.255, 2.903, 8.564], [14.667, 0.840, 9.423], [15.531, 1.996, 8.203], [15.015, 0.481, 6.581], [12.997, -0.608, 7.407], [14.158, -1.512, 8.507], [13.473, -2.728, 6.469], [15.191, -2.398, 6.363], [14.342, -2.939, 4.208], [15.590, -1.685, 4.214], [14.182, -1.546, 3.123], [12.160, 3.941, 2.586], [12.812, 4.324, 1.407], [13.905, 5.165, 1.615], [14.795, 5.197, 0.368], [15.229, 3.845, 0.058], [16.213, 3.625, -0.995], [17.592, 4.238, -0.590], [18.510, 4.265, -1.687], [19.004, 3.011, -2.090], [11.229, 3.429, 2.352], [11.881, 4.748, 3.274], [12.818, 3.249, 3.128], [14.537, 4.974, 2.491], [13.555, 6.200, 1.756], [15.639, 5.824, 0.700], [14.333, 5.693, -0.485], [15.542, 3.421, 0.931], [16.000, 3.953, -2.009], [16.437, 2.555, -0.971], [18.149, 3.757, 0.219], [17.417, 5.246, -0.215], [20.080, 3.051, -2.260], [18.410, 2.674, -2.941], [18.918, 2.257, -1.294], [18.683, -10.975, 8.748], [17.563, -10.183, 8.425], [17.438, -9.050, 9.248], [16.212, -8.208, 8.909], [16.245, -7.662, 7.530], [15.230, -6.620, 7.341], [15.477, -5.891, 6.062], [16.407, -4.838, 6.265], [17.268, -4.544, 5.193], [19.064, -11.518, 7.886], [18.406, -11.706, 9.515], [19.517, -10.400, 9.163], [18.362, -8.466, 9.207], [17.191, -9.273, 10.296], [16.403, -7.295, 9.498], [15.259, -8.709, 9.070], [17.190, -7.292, 7.501], [15.421, -5.898, 8.149], [14.201, -6.954, 7.452], [14.541, -5.475, 5.670], [15.842, -6.595, 5.306], [17.882, -5.410, 4.906], [18.088, -3.906, 5.526], [16.718, -4.177, 4.327], [7.922, -0.027, 5.146], [7.031, -0.893, 5.780], [7.301, -1.348, 7.070], [8.475, -0.994, 7.701], [9.345, -0.098, 7.069], [9.080, 0.381, 5.799], [9.979, 1.175, 5.135], [6.441, -2.189, 7.718], [7.668, 0.345, 4.162], [6.218, -1.294, 5.187], [8.722, -1.404, 8.670], [10.302, 0.166, 7.503], [9.953, 0.904, 4.206], [5.636, -2.311, 7.207], [15.268, -4.344, 12.814], [16.155, -3.308, 12.506], [16.382, -2.976, 11.214], [15.681, -3.596, 10.165], [14.736, -4.555, 10.468], [14.575, -4.968, 11.791], [13.651, -5.931, 12.173], [17.304, -2.020, 10.915], [15.063, -4.637, 13.834], [16.657, -2.854, 13.350], [15.891, -3.357, 9.130], [14.119, -5.049, 9.728], [13.694, -6.661, 11.546], [17.509, -1.887, 9.978], [20.809, -0.703, 7.441], [19.619, -1.098, 8.094], [18.391, -0.900, 7.504], [18.287, -0.184, 6.316], [19.444, 0.199, 5.653], [20.686, -0.059, 6.217], [21.862, 0.210, 5.573], [17.252, -1.283, 8.170], [21.745, -0.959, 7.911], [19.729, -1.537, 9.077], [17.343, 0.084, 5.861], [19.289, 0.714, 4.713], [21.808, 0.760, 4.789], [16.467, -0.776, 7.806], [10.925, 3.239, 11.931], [9.737, 4.031, 11.315], [10.385, 4.850, 10.348], [11.736, 4.717, 10.387], [12.478, 5.319, 9.691], [12.083, 3.826, 11.342], [10.949, 2.196, 11.616], [11.019, 3.390, 13.003], [9.255, 4.593, 12.113], [8.985, 3.419, 10.824], [16.959, 4.424, 5.184], [17.035, 2.976, 5.728], [17.242, 2.306, 4.457], [16.710, 3.057, 3.463], [16.624, 2.705, 2.318], [16.429, 4.263, 3.903], [18.006, 4.738, 5.119], [16.378, 5.127, 5.772], [16.107, 2.673, 6.228], [17.731, 2.863, 6.558]], "mulliken_charge": [-0.801, -0.250, -0.591, -0.276, 0.054, -0.669, 0.442, -0.443, -0.414, 0.315, 0.345, 0.347, 0.543, 0.409, -0.296, 0.396, 0.295, -0.404, 0.182, 0.678, -1.055, 0.306, 0.327, -0.019, -1.050, -0.419, -1.036, 1.617, 0.657, -0.894, -0.672, 0.119, -1.038, 0.326, 0.278, 0.415, 0.448, 0.633, 0.567, -2.227, -0.130, 0.506, 0.219, 0.079, 0.604, 0.349, 0.412, 0.147, 1.100, -0.169, 0.268, -1.872, 0.468, -0.161, -0.579, 0.178, 0.415, 0.911, -0.405, -0.328, -0.172, 0.334, 0.501, 0.313, -0.195, -0.240, 0.373, 0.519, -0.022, 0.318, 0.166, -1.010, -0.031, -0.347, -0.261, -0.779, 0.226, -0.385, -0.340, -0.482, -0.492, -0.034, 0.523, -0.527, 0.051, 0.490, 0.319, 0.418, 0.078, 0.466, -0.112, 0.285, 0.332, 0.295, 0.257, 0.069, -0.721, -0.306, -0.695, -0.577, -0.413, 0.101, -1.005, 0.012, -1.039, 0.250, 0.270, 0.314, 0.390, 0.320, 0.323, 0.454, 0.243, -0.337, 0.505, 0.357, 0.545, 0.450, 0.170, 0.354, -0.438, -0.761, 0.782, -0.990, -0.299, 0.278, 0.507, -0.567, 0.393, 0.314, 0.491, 0.302, -0.186, 0.284, -0.517, -0.492, 0.021, 0.228, -0.714, 0.218, -0.592, -0.607, 0.415, 0.416, 0.502, 0.528, 0.299, 0.406, -0.752, -0.798, 0.271, -0.063, -0.686, 0.750, -0.586, -0.494, 0.450, 0.433, 0.596, 0.304, 0.289, 0.628, -0.671, 0.578, -0.424, 0.731, -0.558, -0.385, 0.184, 0.436, 0.513, -0.464, -0.657, 0.219, -0.153, 0.151, -0.545, -0.363, 0.294, 0.431, -0.461, 0.552]}

***

Record 5
{"formula": "C19H25Br3O18", "method": "the ωB97M-V functional and the def2-TZVPD basis", "fmax_ev_per_a": 3.1, "e_homo_ev": -10.79, "energy_ev": -267089.58383, "e_above_lowest_kcal_mol": 0.0, "gap_ha": 0.366, "elements": ["C", "Br", "Br", "Br", "H", "C", "C", "O", "C", "O", "O", "H", "H", "H", "H", "C", "C", "O", "C", "O", "O", "H", "H", "H", "H", "C", "C", "O", "C", "O", "O", "H", "H", "H", "H", "C", "C", "O", "C", "O", "O", "H", "H", "H", "H", "C", "C", "O", "C", "O", "O", "H", "H", "H", "H", "C", "C", "O", "C", "O", "O", "H", "H", "H", "H"], "positions_angstrom": [[0.103, 0.742, 1.067], [1.844, 1.480, 0.652], [-1.419, 1.843, 0.481], [0.136, 0.392, 2.981], [0.060, -0.184, 0.510], [2.706, 2.266, -3.846], [1.318, 2.842, -4.061], [0.425, 1.978, -3.425], [1.112, 1.082, -2.719], [0.599, 0.184, -2.111], [2.433, 1.337, -2.747], [3.468, 2.927, -3.450], [3.013, 1.739, -4.748], [1.096, 3.084, -5.104], [1.249, 3.866, -3.667], [-1.050, 3.667, 4.209], [0.364, 4.200, 3.846], [0.082, 5.380, 3.145], [-1.268, 5.495, 2.894], [-1.786, 6.312, 2.216], [-1.897, 4.387, 3.339], [-1.260, 3.729, 5.280], [-1.195, 2.597, 4.048], [1.021, 3.569, 3.243], [0.864, 4.248, 4.818], [-0.999, -3.263, -1.425], [-0.400, -3.213, -2.806], [-1.493, -3.265, -3.709], [-2.567, -3.690, -3.020], [-3.585, -4.078, -3.513], [-2.380, -3.594, -1.684], [-1.070, -2.293, -0.923], [-0.485, -3.910, -0.712], [0.433, -3.905, -2.949], [0.083, -2.237, -2.936], [-2.046, -3.746, 2.605], [-2.179, -2.418, 1.796], [-0.785, -2.153, 1.567], [0.024, -3.112, 2.012], [1.204, -3.130, 1.821], [-0.679, -4.090, 2.595], [-2.636, -4.540, 2.141], [-2.415, -3.631, 3.623], [-2.531, -1.809, 2.627], [-2.750, -2.468, 0.877], [3.755, -0.567, 3.206], [4.133, -1.624, 2.198], [5.468, -1.974, 2.538], [5.873, -1.282, 3.619], [6.899, -1.487, 4.183], [4.947, -0.371, 3.965], [2.916, -0.890, 3.820], [3.481, 0.343, 2.672], [4.158, -1.272, 1.163], [3.490, -2.501, 2.217], [-3.710, 0.958, -2.879], [-2.482, 0.094, -2.879], [-1.837, 0.362, -4.111], [-2.651, 1.175, -4.844], [-2.510, 1.310, -6.020], [-3.720, 1.623, -4.155], [-3.644, 1.696, -2.076], [-4.640, 0.413, -2.724], [-2.783, -0.949, -2.746], [-1.904, 0.324, -1.982]], "mulliken_charge": [0.331, -0.069, -0.022, -0.154, -0.130, -0.284, -0.440, -0.202, 0.491, -0.333, -0.348, 0.290, 0.240, 0.337, 0.294, -0.128, -0.025, -0.362, 0.626, -0.496, -0.369, 0.272, 0.065, 0.118, 0.286, 0.398, 0.073, -0.324, 0.649, -0.558, -0.417, -0.361, 0.368, 0.271, -0.076, -0.493, -0.303, 0.089, 0.481, -0.523, -0.385, 0.297, 0.317, 0.253, 0.323, 0.394, -0.012, -0.384, 0.597, -0.530, -0.391, 0.080, -0.085, 0.196, 0.152, -0.374, 1.120, -0.329, 0.610, -0.562, -0.335, 0.229, 0.325, -0.259, -0.508]}